ORCA calculation (ωB97M-V/def2-TZVPD) on C16H32NPSiSn as an isolated structure in a non-equilibrium geometry.

Calculated values
gap between HOMO and LUMO = 6.71 eV
charge = +2
HOMO level = -14.96 eV
LUMO = -8.25 eV
DFT total energy = -1528.14759 hartree

Geometry (Å):
C: 0.3678 3.5720 -3.4813
C: -0.9337 3.1684 -3.2062
C: -1.1801 2.0206 -2.4342
C: -0.0974 1.3346 -1.8841
C: 1.2167 1.7260 -2.1667
C: 1.4424 2.8525 -2.9670
C: -2.6266 1.6499 -2.2269
C: -3.0326 0.1797 -2.0278
N: -1.9027 -0.8100 -2.1528
Sn: -0.5652 -0.3737 -0.5442
C: 2.4194 1.0014 -1.6019
P: 2.0242 -0.7062 -1.0221
H: -1.7893 3.7202 -3.6050
H: 2.4749 3.1418 -3.1775
H: 0.5458 4.4520 -4.1027
H: 2.8478 1.5446 -0.7387
H: 3.2187 0.8993 -2.3554
H: -3.0396 2.2168 -1.3732
H: -3.1922 2.0050 -3.1032
H: -3.4943 0.0317 -1.0422
C: 3.3660 -1.1134 0.1282
C: 2.3020 -1.7309 -2.5006
H: -3.7769 -0.1100 -2.7903
C: -1.3842 -0.7660 -3.5739
C: -2.4673 -2.1839 -1.8923
H: -0.1700 -3.0153 2.7825
H: -1.5282 -1.7477 -4.0495
H: -1.9372 -0.0106 -4.1505
H: -0.3173 -0.5244 -3.5986
H: -2.7589 -2.6508 -2.8462
H: -1.7012 -2.8108 -1.4172
H: -3.3477 -2.1324 -1.2373
H: 3.3802 -1.7719 -2.7150
H: 1.9358 -2.7477 -2.2963
H: 1.7707 -1.3324 -3.3755
H: 4.3312 -1.0874 -0.4005
H: 3.3872 -0.4033 0.9674
H: 3.1992 -2.1254 0.5239
H: -0.3692 -2.9944 1.9752
C: 0.9743 0.9980 2.7016
Si: -0.5231 1.3012 1.6027
C: -2.0873 1.0337 2.6053
C: -0.4517 3.0654 0.9518
H: 1.0680 -0.0622 2.9775
H: 0.8516 1.5843 3.6265
H: 1.9074 1.3179 2.2163
H: -2.0834 1.7195 3.4666
H: -2.9891 1.2375 2.0104
H: -2.1465 0.0034 2.9857
H: -0.6133 3.7622 1.7889
H: 0.5271 3.2831 0.5010
H: -1.2166 3.2590 0.1870

Forces on the atoms, in the same order (eV/Å):
0.1 0.2 0.0
-0.2 -0.4 0.0
0.3 0.8 -0.3
0.1 -0.6 0.7
-0.1 0.5 -0.2
0.1 -0.3 0.0
-0.7 0.3 0.0
0.0 -0.1 0.1
-1.2 -1.2 -0.6
1.7 2.3 -0.3
-0.1 -0.1 0.4
0.3 0.3 -1.1
0.4 -0.1 0.0
-0.4 0.0 0.0
-0.1 -0.3 0.2
-0.1 -0.2 -0.3
-0.2 0.1 0.3
0.2 -0.1 -0.3
0.2 0.0 0.4
0.1 0.0 -0.2
-0.3 -0.4 0.5
-0.1 -0.4 0.1
0.2 0.0 0.4
0.4 -0.2 -0.3
-0.2 -0.6 -0.1
-0.6 0.1 -2.4
0.0 0.4 0.2
0.3 -0.3 0.3
-0.4 0.1 0.0
-0.1 0.2 0.5
-0.2 0.0 -0.2
0.4 0.1 -0.1
-0.3 0.0 0.0
0.2 0.2 -0.2
0.2 0.0 0.3
-0.4 0.1 0.0
0.0 -0.2 -0.3
0.2 0.3 -0.1
0.6 -0.1 2.4
0.3 -0.7 -0.7
-0.7 1.2 2.1
0.0 -0.4 -0.5
0.1 -0.4 -0.8
0.0 0.3 0.1
-0.2 -0.1 -0.3
-0.2 0.0 0.2
0.1 -0.1 -0.3
0.2 0.0 0.2
0.0 0.3 -0.1
0.0 -0.4 0.0
-0.3 0.0 0.1
0.2 0.0 0.2

Let us look at the natural (NBO) charges, expressed in e, one per atom: -0.167, -0.185, -0.064, -0.498, 0.028, -0.211, -0.474, -0.228, -0.538, 1.133, -0.753, 1.009, 0.234, 0.233, 0.249, 0.260, 0.271, 0.247, 0.255, 0.222, -0.943, -0.952, 0.244, -0.421, -0.425, 0.054, 0.236, 0.243, 0.228, 0.241, 0.212, 0.243, 0.276, 0.262, 0.260, 0.280, 0.268, 0.274, -0.051, -1.144, 1.486, -1.151, -1.137, 0.260, 0.295, 0.245, 0.282, 0.252, 0.262, 0.288, 0.256, 0.255